(1)
{
  "formula": "C4H10N",
  "method": "ωB97M-V/def2-TZVPD",
  "spin_multiplicity": 1,
  "relative_energy_kcal_mol": 46.1,
  "charge": 1,
  "molar_mass_g_mol": 72.13,
  "symbols": ["C", "N", "H", "H", "H", "H", "C", "C", "C", "H", "H", "H", "H", "H", "H"],
  "coordinates": [[-2.506, -0.578, -0.238], [-1.572, 0.096, -0.769], [-3.303, -0.989, -0.845], [-2.454, -0.707, 0.836], [-0.794, 0.403, -0.172], [-1.501, 0.382, -1.742], [1.580, 1.051, -0.326], [1.374, -0.383, 0.120], [0.870, -0.710, 1.309], [0.798, 1.740, 0.000], [1.668, 1.118, -1.412], [2.550, 1.347, 0.074], [1.917, -1.112, -0.473], [0.900, -1.725, 1.681], [0.473, 0.067, 1.958]]
}

***

(2)
{
  "formula": "C4H10N",
  "method": "ωB97M-V/def2-TZVPD",
  "spin_multiplicity": 1,
  "relative_energy_kcal_mol": 143.8,
  "charge": 1,
  "molar_mass_g_mol": 72.13,
  "symbols": ["C", "C", "C", "C", "N", "H", "H", "H", "H", "H", "H", "H", "H", "H", "H"],
  "coordinates": [[0.118, -1.543, 0.496], [-0.284, -0.109, 0.301], [-0.988, 0.893, 1.076], [1.788, 1.108, -1.374], [-1.105, -1.135, -0.411], [0.957, -2.023, 0.054], [-0.288, -1.997, 1.403], [-0.370, 1.819, 1.356], [-1.179, 0.430, 2.110], [-1.960, 1.117, 0.483], [1.515, 2.090, -1.515], [1.633, 0.292, -2.015], [2.427, 0.955, -0.561], [-1.470, -1.147, -1.333], [-1.972, -1.380, 0.189]]
}

***

(3)
{
  "formula": "C4H10N",
  "method": "ωB97M-V/def2-TZVPD",
  "spin_multiplicity": 1,
  "relative_energy_kcal_mol": 121.4,
  "charge": 1,
  "molar_mass_g_mol": 72.13,
  "symbols": ["C", "C", "C", "C", "N", "H", "H", "H", "H", "H", "H", "H", "H", "H", "H"],
  "coordinates": [[-1.413, -1.140, 1.033], [1.230, 0.791, -0.573], [-1.808, 0.183, -0.751], [0.522, 0.177, 0.410], [-0.795, -0.497, 0.077], [-0.854, -1.576, 1.810], [-2.482, -1.145, 1.202], [1.009, 0.785, -1.610], [2.105, 1.244, -0.151], [4.707, -0.074, 0.043], [-2.656, -0.355, -0.652], [-1.701, 0.163, -1.787], [-2.072, 1.248, -0.551], [0.577, 0.347, 1.527], [3.633, -0.152, -0.028]]
}

***

(4)
{
  "formula": "C4H10N10",
  "method": "ωB97M-V/def2-TZVPD",
  "spin_multiplicity": 1,
  "relative_energy_kcal_mol": 0.0,
  "charge": 2,
  "molar_mass_g_mol": 198.19,
  "symbols": ["C", "C", "C", "C", "N", "N", "N", "N", "N", "N", "N", "N", "N", "N", "H", "H", "H", "H", "H", "H", "H", "H", "H", "H"],
  "coordinates": [[1.896, 1.036, -0.676], [-0.319, 1.830, -1.263], [-3.550, 0.001, 0.208], [3.993, 0.011, -0.177], [3.081, 0.774, -0.787], [-1.298, 2.213, -1.728], [-4.670, -0.600, 0.513], [5.173, 0.030, -0.840], [-2.491, -0.064, 1.082], [-0.290, 0.017, 1.320], [0.778, 1.477, -0.754], [-1.254, 0.134, 0.588], [-3.605, 0.709, -0.892], [3.848, -0.648, 0.956], [-4.821, -1.328, 1.223], [-5.449, -0.542, -0.134], [5.338, 0.678, -1.615], [5.961, -0.592, -0.514], [-2.463, -0.570, 2.044], [-0.551, -0.485, 2.204], [-4.473, 0.958, -1.262], [-2.756, 1.233, -1.243], [4.712, -1.067, 1.201], [2.910, -0.932, 1.335]]
}

***

(5)
{
  "formula": "C4H10N2",
  "method": "ωB97M-V/def2-TZVPD",
  "spin_multiplicity": 2,
  "relative_energy_kcal_mol": 51.5,
  "charge": -1,
  "molar_mass_g_mol": 86.14,
  "symbols": ["C", "C", "C", "H", "H", "H", "H", "H", "H", "N", "C", "N", "H", "H", "H", "H"],
  "coordinates": [[2.971, -0.998, -2.553], [4.062, -0.294, -1.951], [5.067, 0.327, -2.796], [1.963, -0.780, -2.105], [3.170, -2.070, -2.624], [2.671, -0.582, -3.619], [4.380, -0.420, -0.877], [6.021, 0.404, -2.326], [4.675, 0.624, -3.805], [-4.090, -0.596, 3.050], [-3.722, 0.303, 2.068], [-4.106, 1.525, 2.242], [-4.844, -0.197, 3.802], [-3.447, -1.273, 3.500], [-3.262, -0.113, 1.139], [-4.225, 1.876, 1.263]]
}

***

(6)
{
  "formula": "C4H10N2",
  "method": "ωB97M-V/def2-TZVPD",
  "spin_multiplicity": 1,
  "relative_energy_kcal_mol": 35.7,
  "smiles": "N/C=C/CCN",
  "molar_mass_g_mol": 86.14,
  "symbols": ["C", "C", "C", "C", "N", "N", "H", "H", "H", "H", "H", "H", "H", "H", "H", "H"],
  "coordinates": [[-1.258, 1.133, -0.252], [-0.919, -0.185, -0.959], [0.394, -0.778, -0.547], [1.229, -0.485, 0.470], [2.578, -0.726, 0.350], [-1.394, 0.983, 1.189], [-0.453, 1.810, -0.560], [-2.177, 1.503, -0.709], [-0.884, -0.057, -2.038], [-1.736, -0.909, -0.806], [0.830, -1.576, -1.150], [1.005, -0.203, 1.494], [3.026, -0.810, -0.544], [3.193, -0.796, 1.140], [-2.375, 1.023, 1.441], [-1.059, 0.075, 1.482]]
}

***

(7)
{
  "formula": "C4H10N2",
  "method": "ωB97M-V/def2-TZVPD",
  "spin_multiplicity": 1,
  "relative_energy_kcal_mol": 138.2,
  "molar_mass_g_mol": 86.14,
  "symbols": ["C", "C", "C", "C", "N", "N", "H", "H", "H", "H", "H", "H", "H", "H", "H", "H"],
  "coordinates": [[-1.369, -0.704, -0.848], [-0.048, -0.074, -0.500], [-0.254, 1.311, 1.557], [0.513, 0.989, 0.236], [-0.260, -1.336, -0.164], [-0.048, -2.490, 0.257], [-2.214, -0.582, -0.178], [-1.422, -0.846, -1.972], [2.129, 0.032, -2.342], [0.162, 0.576, 2.310], [-1.311, 1.027, 1.409], [0.017, 2.317, 1.929], [1.572, 0.814, 0.517], [0.334, 1.831, -0.399], [0.750, -2.606, 0.824], [1.448, -0.259, -2.637]]
}

***

(8)
{
  "formula": "C4H10N2",
  "method": "ωB97M-V/def2-TZVPD",
  "spin_multiplicity": 1,
  "relative_energy_kcal_mol": 93.9,
  "molar_mass_g_mol": 86.14,
  "symbols": ["C", "C", "C", "C", "N", "N", "H", "H", "H", "H", "H", "H", "H", "H", "H", "H"],
  "coordinates": [[0.867, 1.038, -0.047], [-1.219, 0.290, -0.825], [-2.224, 0.161, 0.272], [1.225, -0.320, 0.156], [2.539, -0.687, 0.365], [0.298, -1.245, -0.009], [2.852, -1.587, 0.039], [3.228, 0.038, 0.472], [0.499, -2.097, 0.524], [1.616, 1.726, -0.431], [0.178, 1.465, 0.667], [-1.203, -0.484, -1.575], [-1.165, 1.272, -1.273], [-1.939, 0.743, 1.152], [-2.361, -0.874, 0.581], [-3.189, 0.562, -0.068]]
}